Entry 1:
One molecule with the formula C3H9N3O in a non-equilibrium geometry, computed with wB97M-V/def2-TZVPD.

Atoms and positions in Å:
N -1.334876 -1.745939 -1.366944
C 0.088538 -1.108684 -1.354467
N 0.017253 0.060206 -0.447648
C 0.941347 0.030337 0.780294
C 0.755458 1.256670 1.653653
N -0.606812 1.791599 1.864382
O 1.653335 1.984320 2.036874
H -1.474438 -2.282841 -2.205630
H -2.002635 -0.976699 -1.500805
H 0.452020 -0.777230 -2.406270
H 0.840476 -1.842099 -0.979003
H 0.207495 0.945397 -1.071196
H 2.085834 -0.182187 0.544280
H 0.428006 -0.866343 1.347798
H -0.801215 2.667292 1.411576
H -1.249786 1.046200 1.693105

Forces on the atoms, in the same order (eV/Å):
N 1.58 1.36 0.04
C -0.85 -0.02 -0.49
N 1.65 2.28 -1.22
C -0.86 -2.65 -0.57
C -0.99 3.81 -0.19
N 2.20 -2.44 0.18
O -0.09 -1.47 -0.47
H 0.32 -0.55 -0.36
H 0.49 -0.11 0.38
H -0.73 -0.52 1.61
H -0.78 0.30 -0.24
H -0.30 -2.16 1.93
H -2.42 0.55 0.67
H 1.55 1.40 -0.75
H 0.10 0.07 0.02
H -0.87 0.15 -0.53

## Properties
- relative energy (zero: lowest compared OMol25 entry of this formula, charge and spin) (kcal per mole) = 48.3
- net charge = 0
- lowest unoccupied orbital energy (eV) = 0.78
- DFT total energy (eV) = -9773.4443
- frontier orbital gap (Ha) = 0.3797
- SMILES string = NCNCC(N)=O
- 2S+1 = 1
- highest occupied orbital energy (eV) = -9.55


Entry 2:
A 9-piece molecular cluster, CH20O9 overall in a non-equilibrium geometry, computed with wB97M-V/def2-TZVPD.

Atoms and positions in Å:
O -1.907063 1.794944 1.483590
H -2.385223 2.240091 0.782926
H -1.117189 1.404345 1.187231
H -2.483997 1.086990 1.737306
C 0.335864 0.222281 -0.013275
O 0.477630 0.829732 1.189327
H 0.950822 0.745483 -0.542100
H -0.734293 0.156634 -0.327718
H 0.424190 -0.944318 -0.077925
O -1.703133 -2.502961 0.955762
H -1.145280 -2.191088 1.649902
H -2.102505 -3.350307 1.012016
O 0.762946 3.178472 0.288917
H 0.939797 3.684312 1.092894
H 0.662652 2.281617 0.348524
O -0.021156 -1.332084 2.660670
H -0.658732 -1.014833 3.470054
H -0.035816 -0.524934 2.072378
O 3.127984 0.080039 1.062007
H 2.187441 0.346677 0.938492
H 3.262467 -0.842287 0.891875
O 2.313263 0.322220 -2.725591
H 2.304633 0.024330 -1.881649
H 2.997309 1.021383 -2.662120
O -0.393602 -0.533198 -3.144414
H -0.894574 0.158020 -3.357814
H 0.448092 -0.128464 -3.196873
O -2.147045 -2.326959 -1.829272
H -1.842473 -2.226753 -0.837187
H -1.623006 -1.659383 -2.227932

Forces on the atoms, in the same order (eV/Å):
O -3.91 2.19 1.38
H 0.02 0.81 -0.82
H 5.97 -1.90 -1.08
H -0.80 -1.25 0.79
C -4.74 -5.45 1.87
O -1.94 -0.19 2.55
H 3.25 2.17 -5.14
H 0.17 0.89 -0.79
H 1.05 1.58 0.31
O -1.09 1.19 -2.24
H 1.11 -0.30 1.58
H -0.07 -1.01 0.69
O 0.02 5.63 -1.68
H 0.01 -1.15 -0.12
H 0.07 -3.44 1.92
O -3.08 1.28 2.92
H 2.57 -1.27 -2.85
H 0.91 0.20 0.42
O 0.04 1.20 -0.23
H 0.70 -0.54 0.77
H -0.36 -0.64 -0.12
O 0.95 2.28 -3.80
H -0.23 -1.86 4.27
H -0.62 -0.45 -0.45
O 1.74 -4.18 1.18
H -3.88 4.20 -1.44
H 2.20 0.19 0.10
O -0.08 -0.49 3.53
H -0.96 -0.55 -2.47
H 0.99 0.87 -1.05

## Properties
- relative energy (zero: lowest compared OMol25 entry of this formula, charge and spin) (kcal per mole) = 128.3
- net charge = 0
- lowest unoccupied orbital energy (eV) = -1.27
- DFT total energy (eV) = -19784.3278
- frontier orbital gap (Ha) = 0.2935
- 2S+1 = 1
- highest occupied orbital energy (eV) = -9.25


Entry 3:
One molecule with the formula H4N4O2 in a non-equilibrium geometry, computed with wB97M-V/def2-TZVPD.

Atoms and positions in Å:
N 0.956377 -1.000763 0.234124
N 0.195238 0.088090 0.568404
N 0.733567 1.221800 0.183197
N -1.172327 -0.142382 0.034185
O -1.561608 -1.268826 -0.060975
O -1.770655 0.846692 -0.327433
H 1.065444 -1.206354 -0.810953
H 0.591982 -1.840295 0.638583
H 0.748413 1.251479 -0.872363
H 0.213567 2.050558 0.413230

Forces on the atoms, in the same order (eV/Å):
N 1.68 -0.91 -1.48
N -1.68 -2.80 1.30
N 1.37 2.38 -3.21
N -0.48 1.15 -1.46
O -0.08 -0.68 0.53
O -0.03 0.17 0.45
H -0.48 0.84 1.60
H -0.24 -0.10 0.44
H 0.33 0.10 1.03
H -0.39 -0.13 0.79

## Properties
- relative energy (zero: lowest compared OMol25 entry of this formula, charge and spin) (kcal per mole) = 10.0
- net charge = 0
- lowest unoccupied orbital energy (eV) = 0.49
- DFT total energy (eV) = -10115.0353
- frontier orbital gap (Ha) = 0.3840
- SMILES string = NN(N)[N+](=O)[O-]
- 2S+1 = 1
- highest occupied orbital energy (eV) = -9.95


Entry 4:
A 2-piece molecular cluster, C8H12Cl2N2Si overall in a non-equilibrium geometry, computed with wB97M-V/def2-TZVPD.

Atoms and positions in Å:
C 2.491864 2.035093 0.658822
C -1.070166 -2.516242 -1.218606
C 0.015046 1.483054 -2.113750
C -1.837797 -0.845270 2.114309
C 1.024843 2.217721 -1.103560
C -1.394787 -2.034777 1.272061
C 1.285964 1.447206 0.128179
C -1.213091 -1.659358 -0.134423
N 3.488305 2.307821 1.089756
N -0.716094 -3.255987 -2.017373
Si 1.480397 -0.451138 -0.015205
Cl 2.006872 -1.200710 1.806708
Cl 2.762280 -0.721141 -1.555400
H -0.081502 1.965104 -3.122110
H 0.165555 0.333551 -2.108927
H -1.068019 1.608524 -1.661553
H -2.128177 -1.020003 3.108102
H -1.056748 -0.041909 2.050101
H -2.822604 -0.610941 1.808483
H 0.609687 3.234698 -1.019796
H 1.907359 2.356050 -1.638174
H -2.185596 -2.847166 1.274660
H -0.508497 -2.696259 1.865588
H 0.472587 1.607773 0.914518
H -1.627681 -0.695692 -0.382403

Forces on the atoms, in the same order (eV/Å):
C -2.73 -1.87 -0.43
C 0.75 -0.39 0.55
C -1.91 -0.32 1.77
C 1.18 0.06 -0.98
C -3.35 -0.35 -3.31
C 0.62 -3.54 2.62
C -1.11 0.44 2.17
C 2.21 2.38 0.43
N 3.66 1.42 1.48
N -0.13 -0.82 -1.18
Si -2.04 -0.14 -0.01
Cl 0.20 0.05 -0.22
Cl 0.20 -0.40 0.03
H 0.59 -0.73 0.87
H -0.06 1.95 -0.60
H 1.92 -0.29 -0.75
H 0.78 -0.84 1.78
H -1.11 -0.39 0.09
H -0.82 1.29 -1.32
H 0.21 -0.36 0.79
H 1.77 0.08 -0.83
H 0.42 0.85 0.14
H -1.79 2.01 -2.02
H 0.81 -0.26 -0.96
H -0.23 0.19 -0.12

## Properties
- relative energy (zero: lowest compared OMol25 entry of this formula, charge and spin) (kcal per mole) = 99.8
- net charge = 0
- lowest unoccupied orbital energy (spin up / spin down) (eV) = -1.46 / -1.52
- DFT total energy (eV) = -44392.0001
- frontier orbital gap (spin up / spin down) (Ha) = 0.2589 / 0.2668
- 2S+1 = 1
- highest occupied orbital energy (spin up / spin down) (eV) = -8.50 / -8.78


Entry 5:
A 2-piece molecular cluster, C3H11N2O overall, computed with wB97M-V/def2-TZVPD.

Atoms and positions in Å:
N 1.471761 -0.305658 0.982028
C 1.554925 -0.401813 -0.317079
N 2.535129 -1.045537 -0.912616
H 2.129273 -0.829099 1.533685
H 0.617656 0.042846 1.393975
H 0.777229 0.061572 -0.906045
H 2.626451 -1.041553 -1.914729
H 3.194408 -1.600118 -0.386856
C -2.337153 0.480513 0.131478
O -1.309956 -0.396374 0.653012
C -1.676762 1.663346 -0.536044
H -2.990060 -0.040875 -0.568785
H -2.932797 0.828997 0.974805
H -1.684680 -1.274765 0.674420
H -1.106374 1.313778 -1.403804
H -2.416204 2.368997 -0.907743
H -0.998056 2.182811 0.142080

Forces on the atoms, in the same order (eV/Å):
N 0.12 -0.29 -0.47
C 0.25 -0.17 0.23
N -0.26 0.09 -0.04
H 0.05 0.14 0.47
H -0.22 -0.06 0.02
H 0.04 0.11 -0.10
H -0.07 -0.04 -0.04
H 0.13 0.10 -0.06
C 0.04 0.50 0.43
O -0.07 0.34 -0.50
C 0.26 -0.34 -0.32
H 0.10 -0.14 0.03
H -0.17 -0.06 -0.01
H -0.05 -0.39 0.21
H -0.01 0.13 0.01
H -0.04 0.04 0.09
H -0.08 0.04 0.05

## Properties
- relative energy (zero: lowest compared OMol25 entry of this formula, charge and spin) (kcal per mole) = 17.2
- net charge = +1
- lowest unoccupied orbital energy (eV) = -3.44
- DFT total energy (eV) = -8311.0466
- frontier orbital gap (Ha) = 0.3986
- 2S+1 = 1
- highest occupied orbital energy (eV) = -14.28


Entry 6:
C39H32IrN3O5PSSe as an isolated structure in a non-equilibrium geometry, computed with wB97M-V/def2-TZVPD.

Atoms and positions in Å:
Ir -0.313074 0.000326 -0.735348
O -0.255859 1.393186 1.037477
C -0.825522 2.548866 1.087988
C -1.526188 2.951008 2.250360
C -2.141663 4.174543 2.331979
C -2.078515 5.082986 1.267340
C -1.380119 4.736242 0.141120
C -0.751867 3.485148 0.025052
C -0.016703 3.179273 -1.150413
N 0.483667 2.039368 -1.475914
C 1.299735 2.009321 -2.676589
C 1.838600 0.604331 -2.872614
N 0.716193 -0.278633 -2.798020
C 0.663009 -1.281011 -3.643223
C -0.393640 -2.203412 -3.807638
C -0.311201 -3.233493 -4.723880
C -1.333889 -4.097942 -5.103066
C -2.686943 -3.835992 -4.962213
C -3.271039 -2.702113 -4.444320
C -2.668593 -1.725575 -3.630785
O -3.132998 -0.634607 -3.365972
H -1.558240 2.252041 3.075048
H -2.685964 4.445232 3.227869
H -2.569483 6.042275 1.341804
H -1.318932 5.420351 -0.697784
H 0.154427 4.026555 -1.822278
H 2.131632 2.713137 -2.579097
H 0.704768 2.296078 -3.551110
H 2.536233 0.369897 -2.061696
H 2.368411 0.521330 -3.827815
H 1.521100 -1.450267 -4.294412
H 0.650597 -3.364222 -5.207342
H -1.050258 -4.970115 -5.677596
H -3.364901 -4.545970 -5.423278
H -4.306850 -2.500349 -4.678614
O 0.924473 -2.340352 -0.906737
S -0.283379 -3.048926 -0.360364
O -1.452439 -2.068242 -2.951121
O -1.144885 -2.000549 0.339660
C 0.572814 -3.686499 1.114804
C 0.516894 -4.980916 1.585913
C 1.209963 -5.306187 2.743734
C 1.954279 -4.333243 3.394548
C 2.020844 -3.037801 2.899864
C 1.317962 -2.701056 1.746776
P 1.248362 -0.967798 1.107891
C 1.269405 -0.173194 2.758201
C 2.417469 0.283932 3.393567
C 2.353100 0.714452 4.711248
C 1.145739 0.702503 5.391232
C -0.003613 0.247247 4.758204
C 0.056583 -0.183083 3.445143
C 2.900360 -0.633451 0.448670
C 3.283107 0.697459 0.274701
C 4.506607 0.997352 -0.300938
C 5.338774 -0.027040 -0.732368
C 4.941659 -1.349311 -0.595218
C 3.723536 -1.656045 -0.009693
H -0.065907 -5.724937 1.057433
H 1.175104 -6.314358 3.134641
H 2.483153 -4.579345 4.305230
H 2.610128 -2.296818 3.420848
H 3.365603 0.284638 2.871950
H 3.251825 1.051655 5.210890
H 1.101078 1.043401 6.417003
H -0.944362 0.232017 5.292526
H -0.829573 -0.529793 2.925305
H 2.601592 1.480977 0.588286
H 4.806104 2.028258 -0.438168
H 6.288540 0.207803 -1.193388
H 5.581651 -2.140265 -0.961796
H 3.387700 -2.680411 0.074243
Se -2.916272 0.056960 0.127258
C -3.859680 1.705348 0.143535
C -3.738226 2.681031 -0.839507
C -4.465261 3.852658 -0.700437
N -5.279317 4.103023 0.317471
C -5.395912 3.165253 1.253398
C -4.718786 1.960449 1.213702
H -3.090391 2.520765 -1.689947
H -4.391319 4.644449 -1.438550
H -6.062755 3.403322 2.075104
H -4.838262 1.226876 2.000231

Forces on the atoms, in the same order (eV/Å):
Ir 1.91 2.77 1.88
O -0.18 -1.57 -0.22
C -0.63 0.90 -0.14
C 0.24 -0.24 0.05
C 0.12 0.10 -0.15
C 0.00 0.11 0.09
C 0.17 0.01 -0.09
C -0.34 -0.18 0.44
C 0.18 -0.19 0.00
N -1.15 -1.43 0.47
C 0.58 -0.18 -0.54
C 0.16 0.27 0.47
N -1.63 -1.17 0.90
C -0.52 -0.54 -0.10
C 0.86 1.02 0.09
C -0.21 -0.69 -0.34
C 1.36 -0.18 0.10
C -0.85 0.71 0.37
C -0.27 -1.05 -0.62
C 0.24 1.63 0.88
O 0.16 -0.41 -0.03
H -0.06 -0.05 0.00
H -0.01 -0.03 0.02
H -0.05 0.01 -0.04
H 0.01 0.06 0.00
H 0.20 -0.10 0.00
H -0.06 0.04 0.04
H -0.04 -0.05 0.10
H 0.11 0.09 -0.13
H -0.08 0.00 0.05
H 0.01 0.11 -0.06
H 0.08 -0.03 0.07
H -0.01 0.03 -0.08
H 0.00 0.03 -0.12
H -0.05 -0.03 0.13
O -0.09 -0.48 -0.27
S 0.73 -1.57 0.07
O -0.77 -0.29 0.08
O 0.22 1.54 -0.87
C -0.19 0.19 -0.07
C -0.10 -0.06 -0.11
C 0.09 0.06 0.01
C 0.05 -0.11 -0.02
C -0.08 0.18 -0.09
C -0.53 -0.14 -0.23
P 0.92 0.64 -1.16
C -0.55 0.27 -0.27
C 0.04 -0.04 -0.25
C -0.03 0.03 0.10
C 0.07 -0.02 0.01
C -0.06 -0.01 -0.02
C 0.03 -0.05 -0.01
C 0.04 0.02 -0.15
C -0.04 -0.09 0.20
C 0.02 0.06 -0.01
C -0.04 0.00 -0.01
C 0.08 0.01 -0.07
C -0.09 0.05 0.08
H -0.03 -0.01 0.01
H -0.03 0.00 0.01
H 0.06 -0.01 -0.01
H -0.02 0.01 0.06
H 0.01 0.02 0.02
H 0.01 0.03 -0.03
H 0.00 0.00 0.02
H -0.03 0.00 -0.02
H -0.09 0.01 0.10
H 0.05 0.08 -0.01
H -0.01 0.03 0.04
H 0.03 0.00 0.00
H 0.00 -0.05 0.02
H 0.07 -0.05 -0.01
Se 0.01 0.14 -0.62
C 0.14 0.03 0.16
C -0.03 -0.16 -0.04
C -0.03 0.05 -0.07
N -0.07 0.15 0.04
C -0.12 -0.06 -0.01
C 0.02 -0.04 -0.02
H -0.01 -0.01 -0.07
H 0.06 -0.07 -0.08
H 0.00 -0.08 0.03
H 0.00 0.05 0.04

## Properties
- relative energy (zero: lowest compared OMol25 entry of this formula, charge and spin) (kcal per mole) = 165.7
- net charge = 0
- lowest unoccupied orbital energy (spin up / spin down) (eV) = -1.70 / -2.03
- DFT total energy (eV) = -143973.4007
- frontier orbital gap (spin up / spin down) (Ha) = 0.1656 / 0.1503
- <S²> = 0.833
- 2S+1 = 2
- highest occupied orbital energy (spin up / spin down) (eV) = -6.21 / -6.12